This record from the OMol25 dataset describes a molecular structure, C34H40CdN4 at a distorted geometry. The level of theory is wB97M-V/def2-TZVPD.

Charge   -2
E_tot   -1706.11942 Ha
Kohn-Sham gap (spin up / spin down)   3.3360 / 2.1026 eV

Geometry as XYZ:
```
79
C34H40CdN4 wB97M-V/def2-TZVPD
Cd -0.214 -0.131 0.007
N -0.213 -1.100 -3.109
N 0.318 -2.904 2.378
N -2.209 -0.241 1.073
N 0.245 -2.165 -1.244
C -0.446 0.022 -3.975
C -1.098 3.325 -6.660
C 1.858 1.105 -0.166
C 0.466 1.222 1.715
C 2.604 -0.271 1.966
C -1.574 -4.228 3.090
C -1.392 2.838 0.780
C -4.522 0.191 1.289
C -0.348 -3.575 3.323
C 1.694 0.660 1.200
C -2.718 0.356 -2.911
C -4.585 -0.523 2.468
C -1.655 0.716 -3.908
C -0.063 -0.986 -1.825
C -1.847 1.799 -4.791
C 0.507 2.668 -1.811
C 0.338 1.454 -5.739
C -1.439 -3.482 0.814
C -3.316 0.336 0.616
C -0.860 2.176 -5.707
C -0.033 -2.448 -3.425
C 1.871 -0.377 -4.921
C -2.232 -0.905 2.236
C 0.247 -3.117 -2.296
C -0.212 -2.871 1.134
C -2.114 -4.175 1.804
C 2.977 0.708 -1.100
C -5.848 -0.671 3.234
C 0.579 -2.177 0.156
C -0.122 2.040 0.672
C 0.731 1.958 -0.492
C -0.088 0.979 3.095
C 0.565 0.364 -4.874
C -3.414 -1.082 2.942
H -3.056 -4.667 1.573
H 0.923 2.113 -2.658
H 3.125 0.338 2.710
H -1.859 2.998 -0.196
H -5.730 -0.244 4.234
H -1.326 -1.324 2.667
H -2.125 2.363 1.430
H 1.006 3.637 -1.747
H -2.823 -0.727 -2.770
H 2.226 -0.660 -3.919
H -5.397 0.683 0.881
H 2.657 0.241 -5.385
H -1.826 -3.392 -0.196
H -6.673 -0.163 2.738
H -0.156 3.724 -7.049
H -1.172 1.093 3.127
H 2.057 -1.077 2.475
H 3.315 -0.325 -0.949
H 1.806 -1.302 -5.511
H -2.789 2.351 -4.749
H 0.156 -0.025 3.464
H 3.349 -0.722 1.307
H -1.134 3.806 1.205
H -2.491 0.780 -1.919
H 3.820 1.376 -0.902
H -0.149 -2.728 -4.417
H -2.070 -4.763 3.902
H 0.350 1.710 3.772
H -3.326 0.981 -0.263
H -0.557 2.834 -2.015
H -3.701 0.757 -3.212
H 1.643 -2.083 0.347
H 0.102 -3.593 4.321
H 1.125 1.742 -6.442
H 2.685 0.822 -2.148
H -1.700 3.010 -7.522
H -1.640 4.144 -6.173
H -3.382 -1.641 3.872
H 0.440 -4.145 -2.120
H -6.103 -1.730 3.339
```